{
  "formula": "C44H52N5O4SeW",
  "method": "the ωB97M-V functional and the def2-TZVPD basis",
  "charge": 3,
  "molar_mass_g_mol": 977.731,
  "total_energy_ev": -129257.5291,
  "largest_force_ev_per_a": 0.75,
  "e_above_lowest_kcal_mol": 11.16,
  "e_lumo_ha": -0.4141,
  "species": ["W", "C", "C", "C", "C", "C", "C", "C", "Se", "C", "C", "C", "C", "C", "C", "O", "C", "C", "C", "C", "C", "C", "C", "C", "C", "O", "C", "C", "C", "C", "C", "C", "H", "H", "H", "H", "H", "H", "H", "H", "H", "H", "H", "H", "H", "H", "H", "H", "H", "H", "H", "H", "H", "H", "H", "H", "H", "H", "H", "H", "H", "H", "H", "H", "H", "H", "H", "H", "H", "H", "H", "H", "O", "N", "N", "O", "C", "C", "C", "C", "C", "C", "H", "H", "H", "H", "H", "N", "C", "C", "C", "C", "C", "C", "C", "N", "C", "C", "N", "C", "H", "H", "H", "H", "H", "H", "H"],
  "positions_angstrom": [[-0.163054, 0.055056, -1.387889], [3.063848, 5.638561, 1.906336], [2.778172, 4.551541, 2.956071], [4.060019, 4.275947, 3.741338], [1.697363, 5.044676, 3.929855], [2.270349, 3.308235, 2.233776], [1.079351, 3.388731, 1.493475], [0.625936, 2.267354, 0.845035], [-1.015809, 2.228123, -0.156147], [-2.154696, 1.128680, 0.927382], [-2.768711, 1.624331, 2.052252], [-3.664239, 0.808667, 2.755050], [-3.938270, -0.456428, 2.244272], [-3.372433, -0.986580, 1.078440], [-2.451309, -0.155681, 0.452301], [-1.760340, -0.525307, -0.698263], [-3.748713, -2.369395, 0.544120], [-4.433329, -2.193113, -0.820322], [-2.493016, -3.247356, 0.416441], [-4.723272, -3.091461, 1.477600], [-4.306692, 1.340255, 4.031458], [-5.134833, 2.588648, 3.688135], [-5.219667, 0.305880, 4.689078], [-3.192628, 1.713885, 5.022167], [1.345631, 1.071498, 0.917964], [0.743555, 0.034084, 0.166009], [2.512555, 0.912788, 1.634229], [2.935272, 2.088730, 2.280346], [3.271635, -0.412240, 1.738829], [3.731242, -0.861079, 0.342008], [4.514069, -0.267342, 2.618302], [2.353103, -1.470568, 2.366992], [3.423323, 6.540521, 2.401124], [3.830464, 5.314369, 1.200375], [2.167980, 5.910544, 1.344390], [4.372884, 5.191383, 4.241729], [3.911415, 3.518464, 4.513679], [4.883041, 3.966272, 3.094463], [2.059739, 5.927984, 4.455732], [0.775251, 5.332817, 3.421962], [1.460186, 4.285371, 4.677301], [0.526814, 4.318307, 1.444383], [-2.565974, 2.630001, 2.397431], [-4.643062, -1.072746, 2.777775], [-3.802321, -1.657922, -1.532390], [-4.679787, -3.166809, -1.245571], [-5.361534, -1.630642, -0.713814], [-1.785348, -2.865048, -0.321086], [-1.981579, -3.332182, 1.377116], [-2.780057, -4.252029, 0.104963], [-5.668061, -2.555916, 1.576953], [-4.951027, -4.070165, 1.055849], [-4.301085, -3.251817, 2.470453], [-5.929282, 2.352683, 2.978410], [-5.597433, 2.980500, 4.593587], [-4.521587, 3.386814, 3.265406], [-6.062143, 0.032315, 4.050839], [-4.678528, -0.599976, 4.970259], [-5.636049, 0.729403, 5.602268], [-2.538199, 2.497682, 4.635509], [-3.636712, 2.091999, 5.943003], [-2.581708, 0.845553, 5.275807], [3.843668, 2.028383, 2.858238], [4.350492, -0.099252, -0.133181], [4.324077, -1.772146, 0.426937], [2.884945, -1.075796, -0.313936], [5.227243, 0.449661, 2.209213], [4.259587, 0.030497, 3.636326], [5.019977, -1.230578, 2.677926], [1.462398, -1.664506, 1.766800], [2.895693, -2.411585, 2.464263], [2.034292, -1.164918, 3.364141], [1.592001, 0.609598, -2.129221], [1.701629, 1.190340, -3.305274], [0.563461, 1.434013, -3.779948], [-0.497855, 1.086260, -3.046959], [0.347314, 2.080610, -5.040483], [1.459347, 2.345853, -5.838338], [1.233921, 2.977560, -7.045965], [-0.059333, 3.324096, -7.428293], [-1.146480, 3.043324, -6.609127], [-0.957315, 2.411573, -5.392773], [2.459366, 2.075097, -5.533266], [2.070811, 3.201048, -7.692659], [-0.221118, 3.819453, -8.376248], [-2.144557, 3.319391, -6.918872], [-1.794204, 2.192696, -4.747375], [5.032093, -8.616121, -4.683481], [4.297353, -7.767857, -4.443675], [3.378888, -6.707820, -4.136059], [3.705360, -5.395343, -4.471257], [2.824117, -4.369925, -4.174004], [1.633620, -4.682237, -3.537311], [1.287647, -5.981581, -3.199624], [2.169957, -7.002104, -3.506374], [0.712910, -3.617381, -3.214301], [-0.637439, -3.598636, -3.516071], [-1.135161, -2.441710, -3.030247], [-0.091279, -1.743654, -2.424931], [1.017748, -2.507048, -2.566985], [4.638888, -5.187439, -4.974925], [3.052997, -3.352938, -4.465986], [0.356179, -6.197963, -2.692609], [1.931129, -8.026029, -3.255277], [-1.099083, -4.401898, -4.064509], [-2.140275, -2.061028, -3.066030], [2.004248, -2.278819, -2.192798]],
  "atomic_forces_ev_per_a": [[0.6, -0.4, 0.2], [0.0, 0.0, 0.0], [0.0, 0.0, 0.0], [0.0, 0.0, 0.0], [0.0, 0.0, 0.0], [0.0, 0.0, 0.0], [-0.1, 0.0, 0.0], [0.2, 0.0, 0.2], [-0.1, 0.3, 0.0], [-0.1, -0.1, 0.2], [0.1, 0.1, 0.0], [0.0, 0.0, 0.1], [0.0, -0.1, -0.1], [0.0, 0.1, 0.1], [0.1, 0.0, -0.2], [-0.3, 0.2, -0.1], [0.1, 0.0, 0.0], [0.0, 0.0, 0.0], [0.0, 0.0, 0.0], [0.0, 0.0, 0.0], [0.0, 0.0, 0.0], [0.0, 0.0, 0.0], [0.0, 0.0, 0.0], [0.0, 0.0, 0.0], [-0.2, -0.2, -0.3], [0.0, 0.0, -0.1], [-0.1, 0.1, 0.1], [0.0, -0.1, 0.0], [0.0, 0.0, -0.1], [0.0, 0.0, 0.0], [0.0, 0.0, 0.0], [0.0, 0.0, 0.0], [0.0, 0.0, 0.0], [0.0, 0.0, 0.0], [0.0, 0.0, 0.0], [0.0, 0.0, 0.0], [0.0, 0.0, 0.0], [0.0, 0.0, 0.0], [0.0, 0.0, 0.0], [0.0, 0.0, 0.0], [0.0, 0.0, 0.0], [0.0, 0.0, 0.0], [0.0, 0.0, 0.0], [0.0, 0.0, 0.0], [0.0, 0.0, 0.0], [0.0, 0.0, 0.0], [0.0, 0.0, 0.0], [0.0, 0.0, 0.0], [0.0, 0.0, 0.0], [0.0, 0.0, 0.0], [0.0, 0.0, 0.0], [0.0, 0.0, 0.0], [0.0, 0.0, 0.0], [0.0, 0.0, 0.0], [0.0, 0.0, 0.0], [0.0, 0.0, 0.0], [0.0, 0.0, 0.0], [0.0, 0.0, 0.0], [0.0, 0.0, 0.0], [0.0, 0.0, 0.0], [0.0, 0.0, 0.0], [0.0, 0.0, 0.0], [0.0, 0.0, 0.0], [0.0, 0.0, 0.0], [0.0, 0.0, 0.0], [0.0, 0.0, 0.0], [0.0, 0.0, 0.0], [0.0, 0.0, 0.0], [0.0, 0.0, 0.0], [0.0, 0.0, 0.0], [0.0, 0.0, 0.0], [0.0, 0.0, 0.0], [0.0, 0.1, 0.0], [-0.1, 0.1, -0.2], [0.1, -0.1, 0.1], [-0.2, -0.1, -0.1], [0.0, -0.1, 0.2], [-0.1, 0.1, -0.1], [0.1, 0.0, 0.0], [0.0, 0.0, 0.0], [0.0, 0.0, 0.0], [0.0, 0.1, -0.1], [0.0, 0.0, 0.0], [0.0, 0.0, 0.0], [0.0, 0.0, 0.0], [0.0, 0.0, 0.0], [0.0, 0.0, 0.0], [0.0, 0.0, 0.0], [0.0, -0.1, 0.0], [0.0, 0.0, 0.0], [0.0, 0.0, 0.0], [0.0, 0.0, 0.0], [0.1, -0.1, 0.0], [0.0, 0.0, 0.0], [0.0, 0.0, 0.0], [0.0, 0.0, 0.1], [0.0, 0.1, 0.0], [-0.1, -0.1, 0.0], [0.2, -0.1, 0.0], [0.0, 0.0, 0.0], [0.0, 0.0, 0.0], [0.0, 0.0, 0.0], [0.0, 0.0, 0.0], [0.0, 0.0, 0.0], [0.0, 0.0, 0.0], [0.0, 0.0, 0.0], [0.0, 0.0, 0.0]]
}